1.
C24H24Cl8IrN7O3S2 | ωB97M-V/def2-TZVPD

```
69
Properties=species:S:1:pos:R:3:forces:R:3:lowdin_charge:R:1
Ir -0.0532 -0.3845 -0.0973 0.0736 0.2462 2.5679 1.141
N 3.1238 5.3193 5.0321 -0.1407 -0.0825 0.0045 0.103
C 2.2314 4.5012 4.3682 0.0304 0.0953 0.1164 -0.320
C 2.3422 3.1114 4.4555 0.0510 -0.0556 -0.0156 -0.028
C 1.3958 2.2952 3.8681 -0.0356 0.0456 -0.0377 -0.069
C 0.3245 2.8529 3.1818 0.1043 0.1239 0.0608 -0.286
C 0.2129 4.2360 3.0715 0.0153 -0.1034 0.0453 -0.060
C 1.1611 5.0510 3.6564 -0.0178 0.0324 -0.0463 -0.026
S -0.9392 1.8293 2.5229 -0.0146 -0.2017 -0.1397 0.598
O -2.1470 2.5972 2.4942 0.0661 0.1022 0.0083 -0.291
O -0.9515 0.6148 3.3119 0.0542 -0.1016 0.1140 -0.332
N -0.5255 1.3640 1.0140 0.1965 0.5712 -0.5769 -0.279
C -0.8124 2.2516 0.0052 -0.2220 -0.0503 0.3601 -0.500
N -1.0813 1.6430 -1.1685 -0.0311 -0.0913 0.1233 0.053
C -1.3119 2.4242 -2.2175 -0.0683 -0.2655 -0.0330 -0.117
C -1.3173 3.8009 -2.1167 -0.0046 0.0653 -0.0005 -0.051
C -1.0624 4.3242 -0.8557 0.0288 -0.0083 0.0409 -0.106
N -0.8044 3.5730 0.2042 0.0186 -0.0180 -0.3486 0.143
H 3.9797 4.9236 5.3739 0.0470 0.0170 -0.0571 0.089
H 3.1418 6.2957 4.8038 0.0575 0.0049 -0.0415 0.089
H 3.1721 2.6755 4.9996 -0.0188 -0.0067 0.0077 0.110
H 1.4839 1.2209 3.9479 -0.0141 0.0117 0.0262 0.079
H -0.6238 4.6506 2.5285 0.0124 0.0106 0.0445 0.101
H 1.0712 6.1287 3.5791 -0.0197 -0.0201 0.0149 0.110
H -1.5241 1.9189 -3.1544 0.0312 0.0057 0.0193 0.108
H -1.5178 4.4310 -2.9706 -0.0046 -0.0042 0.0260 0.098
H -1.0513 5.3979 -0.6909 -0.0164 -0.0251 -0.0199 0.114
C 0.4778 -2.2957 4.8799 0.0596 -0.0163 -0.0434 -0.032
N 0.7032 -1.4338 3.7335 -0.2720 -0.0953 0.0288 -0.005
C 1.6906 -1.5611 2.8915 0.0341 -0.2156 -0.0353 -0.824
N 2.6285 -2.4917 3.1151 0.1771 0.2262 0.0219 0.119
S 1.8989 -0.4776 1.5406 -0.7470 -0.2053 -1.0516 0.687
H -0.4080 -1.9387 5.3970 -0.0024 -0.0104 0.0084 0.104
H 1.3272 -2.2601 5.5661 -0.0087 0.0354 -0.0007 0.096
H 0.3071 -3.3309 4.5744 -0.0184 0.0041 -0.0177 0.057
H 0.0044 -0.7080 3.5229 0.0537 0.1071 -0.0299 0.062
H 2.4495 -3.2615 3.7387 0.0369 0.0400 0.0693 0.102
H 3.3170 -2.6216 2.3948 -0.0655 -0.0775 -0.0681 0.093
Cl 0.8031 -3.5385 0.7317 -0.1848 -0.0183 -0.1255 0.712
C -0.6821 -2.9218 1.3991 -0.0911 -0.0940 -0.0781 -0.688
C -1.1919 -1.6705 1.0120 0.0552 0.1410 -0.1235 -0.365
C -2.4771 -1.3847 1.4860 0.0493 0.0705 -0.0165 -0.685
Cl -3.2903 0.0373 0.9340 -0.0826 -0.1469 -0.1714 0.754
C -3.1579 -2.2023 2.3861 -0.1573 0.1073 -0.0020 -0.701
Cl -4.7318 -1.7753 2.9474 0.1081 -0.0168 0.0149 0.689
C -2.5667 -3.3748 2.8351 -0.0163 -0.1123 0.1127 -0.715
Cl -3.3362 -4.3397 4.0419 0.0075 0.0192 -0.0982 0.673
C -1.3414 -3.7556 2.3042 0.1049 0.0103 -0.0343 -0.714
Cl -0.6359 -5.2588 2.8006 -0.0532 0.0483 -0.0116 0.668
C -0.4050 -2.9225 -3.5654 0.0573 -0.0006 -0.0549 -0.049
C -1.0739 -2.2823 -2.3534 -0.1057 0.3705 0.4410 -0.722
C -2.0089 -1.1602 -2.8082 0.0267 -0.0374 -0.0627 -0.057
C -1.8987 -3.3450 -1.6228 0.0445 -0.0423 0.0023 -0.042
O -0.0208 -1.7634 -1.5580 0.9116 -0.2150 -0.6731 -0.435
H -1.1305 -3.4936 -4.1514 0.0520 0.0464 -0.0281 0.083
H 0.3874 -3.5948 -3.2302 -0.0469 -0.0043 -0.0058 0.082
H 0.0384 -2.1549 -4.2068 0.0156 -0.0455 0.0442 0.070
H -2.8295 -1.5554 -3.4129 -0.0001 0.0657 0.0021 0.087
H -1.4480 -0.4360 -3.4075 -0.0292 -0.0088 0.0245 0.066
H -2.4260 -0.6448 -1.9392 -0.0680 -0.0269 -0.0412 0.046
H -2.6374 -3.7805 -2.3007 0.0135 -0.0073 0.0315 0.086
H -2.4284 -2.9109 -0.7758 -0.0451 -0.0448 -0.0435 0.066
H -1.2454 -4.1411 -1.2598 -0.0334 0.0038 0.0087 0.074
Cl 2.9809 1.2475 -4.5795 -0.5831 0.1027 -0.6078 0.678
C 3.1217 0.1564 -3.2655 2.0534 0.9751 2.3683 -1.551
Cl 4.7103 0.7109 -2.3214 -0.6761 -0.2472 -0.5413 0.495
Cl 3.3818 -1.4897 -3.6445 -0.4889 -0.5862 -0.4027 0.701
C 2.1799 0.3811 -2.1587 0.0490 -0.0645 -1.0471 -0.319
N 1.4758 0.5619 -1.2796 -0.3126 -0.3318 -0.0263 0.086
```
Positions in Å, forces in eV/Å.

Computed properties:
F_max: 3.28 eV/A
Frontier orbital gap (alpha / beta): 6.80 / 6.80 eV
2S+1: 1
Energy: -6120.17555 a.u.
Lowest unoccupied orbital energy (alpha / beta): -0.78 / -0.78 eV
Relative energy (zero: lowest compared OMol25 entry of this formula, charge and spin): 20.3 kcal per mole

---

2.
C24H24ClN5O5S | ωB97M-V/def2-TZVPD

```
60
Properties=species:S:1:pos:R:3:forces:R:3:lowdin_charge:R:1
C 2.6908 2.8719 0.8332 -0.1574 -0.1581 -0.0099 -0.012
C 2.5811 1.5518 0.1195 -0.7890 -0.0010 0.5553 -0.265
N 1.6232 0.7116 0.2937 0.4768 -0.3166 -0.6498 0.088
N 0.6231 0.9797 1.1519 0.1887 1.2509 0.6525 0.039
C -0.3745 0.1009 1.3522 -0.2326 -0.0279 0.1572 -0.133
C -0.3860 -1.1246 0.6432 -0.0171 -0.0320 -0.0378 0.012
C -1.3892 -2.0357 0.8176 0.0759 0.1103 0.0528 -0.035
C -2.4181 -1.7733 1.7253 -0.5302 -0.5116 0.2498 -0.272
C -2.4440 -0.6055 2.4367 0.0848 0.2062 0.1703 0.021
C -1.4386 0.3520 2.2609 0.0440 -1.1930 -0.7027 -0.071
N -1.5481 1.5485 3.0112 -0.1836 0.5830 0.4179 -0.337
O -0.6551 2.3902 2.9132 0.0181 0.1481 0.0701 0.049
O -2.5232 1.7020 3.7185 0.0024 0.0865 0.0752 0.088
H -3.2285 -0.4161 3.1516 0.0066 0.0534 0.0259 0.120
S -3.7793 -2.9217 1.8330 0.2117 0.1902 -0.6049 0.668
O -4.4841 -2.7319 3.0588 -0.0055 0.3643 0.0023 -0.268
O -3.3449 -4.2340 1.4639 0.1338 0.0874 -0.2249 -0.284
N -4.7441 -2.4146 0.5446 0.2908 -0.8455 0.5381 -0.052
C -5.0596 -1.0688 0.3774 -0.2629 0.8001 0.0851 -0.308
C -4.9888 -0.4677 -0.8771 0.0118 -0.1859 0.1824 -0.018
C -5.2921 0.8721 -1.0297 -0.0574 0.0657 0.1052 -0.103
C -5.6542 1.6214 0.0782 0.0454 -0.2179 0.0374 -0.681
C -5.7383 1.0342 1.3317 0.0535 0.0949 -0.1693 -0.086
C -5.4497 -0.3086 1.4781 -0.0725 -0.0222 -0.1674 -0.034
H -5.5305 -0.7874 2.4399 -0.0773 0.0362 0.1114 0.105
H -6.0276 1.6234 2.1871 -0.0347 0.0764 0.0677 0.112
Cl -6.0082 3.3021 -0.1085 -0.0561 0.2339 -0.0217 0.670
H -5.2399 1.3355 -2.0023 0.0022 0.0558 -0.0710 0.106
H -4.7008 -1.0547 -1.7371 0.0673 -0.0528 -0.1028 0.114
H -4.5127 -2.9123 -0.3015 0.0983 -0.1532 -0.0059 0.118
H -1.4016 -2.9738 0.2857 0.1165 -0.0910 -0.1418 0.118
H 0.4281 -1.2981 -0.0410 -0.0052 -0.0688 -0.0297 0.103
H 0.5827 1.8558 1.6816 -0.0422 -0.4770 -0.2359 0.107
C 3.6018 1.1654 -0.8414 0.5527 -0.2596 -0.5108 -0.190
C 3.7481 -0.1763 -1.2120 -0.0153 0.3117 0.1260 -0.022
C 4.7040 -0.5774 -2.1125 0.1181 -0.0633 -0.1439 -0.010
C 5.5709 0.3514 -2.7095 -0.3321 0.2542 0.1483 -0.215
N 6.5148 -0.0055 -3.6361 0.1896 -0.1275 -0.1329 -0.095
C 7.7523 0.7379 -3.7756 0.1600 0.0250 -0.0356 -0.125
C 8.9393 -0.2471 -3.8362 0.0002 0.1276 -0.1188 -0.189
H 9.1301 -0.5701 -4.8698 0.0208 0.0460 0.0686 0.122
O 8.7018 -1.3589 -3.0095 0.0329 0.0367 0.1952 -0.125
C 7.6449 -2.1696 -3.4873 -0.1829 -0.1327 -0.1061 -0.173
C 6.5899 -1.3212 -4.2197 0.1843 -0.1368 0.0876 -0.136
H 6.8784 -1.1966 -5.2704 -0.0947 -0.0850 0.0611 0.125
H 5.6168 -1.8074 -4.2015 0.0434 -0.0006 -0.0801 0.118
H 7.2225 -2.6518 -2.6026 -0.0107 -0.0100 -0.1016 0.121
H 8.0385 -2.9446 -4.1628 -0.0669 0.0495 0.0745 0.123
H 9.8423 0.2285 -3.4508 -0.0587 0.0259 -0.1427 0.127
H 7.8758 1.3852 -2.9060 -0.0178 -0.0202 -0.0737 0.117
H 7.7373 1.3578 -4.6828 0.1006 0.0661 0.0902 0.127
C 5.4068 1.7005 -2.3568 0.2228 -0.1029 -0.1450 -0.019
C 4.4557 2.0932 -1.4445 -0.2997 -0.2345 0.2758 -0.033
H 4.3551 3.1464 -1.2309 0.0067 0.1122 0.0540 0.108
H 6.0168 2.4554 -2.8279 0.0472 0.0491 -0.0644 0.105
H 4.7945 -1.6294 -2.3319 0.0362 -0.1005 -0.0213 0.100
H 3.1044 -0.9074 -0.7494 -0.0308 -0.0973 0.0267 0.104
H 2.0747 3.6228 0.3368 -0.0255 0.0994 0.0095 0.100
H 3.7198 3.2162 0.8458 0.0100 0.0427 0.0234 0.077
H 2.3527 2.7883 1.8659 0.0046 0.0359 0.0551 0.080
```
Positions in Å, forces in eV/Å.

Computed properties:
F_max: 1.42 eV/A
Frontier orbital gap: 6.81 eV
2S+1: 1
Energy: -2437.18713 a.u.
SMILES string: C/C(=N\Nc1ccc(S(=O)(=O)Nc2ccc(Cl)cc2)cc1[N+](=O)[O-])c1ccc(N2CCOCC2)cc1
Lowest unoccupied orbital energy: -0.77 eV

---

3.
C24H24F3NO4S | ωB97M-V/def2-TZVPD

```
57
Properties=species:S:1:pos:R:3:forces:R:3:lowdin_charge:R:1
C 2.4844 -0.1075 4.3191 -0.5734 -0.6722 0.7719 0.085
C 1.9806 0.0725 3.2360 -1.1132 0.9795 -1.0388 -0.122
C 1.2033 0.4235 1.9287 0.7181 -0.8549 0.8084 -0.102
C -0.1580 -0.3740 1.8327 0.3666 0.4031 -2.1218 -0.259
O 0.1729 -1.7678 2.1505 -2.8217 0.2671 0.9938 -0.199
S -0.8721 -2.2262 3.3476 2.6100 -1.0847 4.5486 0.719
O -1.3626 -3.5970 3.3784 -0.6530 2.2788 -2.4662 -0.247
O -0.0733 -2.0635 4.5678 -1.3260 1.0957 -1.8517 -0.288
O -2.0053 -1.0346 3.1909 0.6363 -1.6119 -1.8484 -0.213
C -1.4585 0.1703 2.5593 0.9505 0.0192 2.1096 -0.199
C -1.3198 1.1918 3.8055 0.0966 0.5303 0.2473 -0.184
N -1.6032 0.4997 5.0754 0.0684 0.9809 -0.3010 0.002
H 2.6793 -0.4402 5.3660 0.0611 0.6149 -1.6942 0.063
H 1.8450 0.0713 1.0658 -0.7843 0.6147 0.8524 0.112
H 1.0254 1.5299 1.8520 0.2536 -1.0702 0.0419 0.126
H -0.4996 -0.4817 0.7590 0.7793 0.5997 0.9281 0.157
H -2.1784 0.6902 1.8584 0.7177 -1.3998 0.4360 0.141
H -0.3062 1.6683 3.9089 -0.8606 -0.6118 -0.5326 0.112
H -2.0479 2.0416 3.5973 0.8160 -0.9939 0.2825 0.118
H -2.5435 0.6785 5.4240 0.5686 -0.0475 -0.0179 0.081
H -0.8855 0.6592 5.7797 -0.4826 -0.0225 -0.2980 0.081
F -1.9323 1.5222 -1.4337 0.1226 -0.0686 0.0203 0.052
C -3.1208 2.0963 -1.1764 -0.6033 0.2757 0.1275 -0.290
C -3.3693 3.3775 -1.6358 0.1903 0.0999 -0.1289 -0.017
C -4.5994 3.9678 -1.3735 -0.0373 -0.2436 0.1358 -0.079
C -5.5614 3.2744 -0.6465 -0.0637 0.0594 0.0017 -0.094
C -5.2974 1.9895 -0.1864 0.0902 0.1841 -0.1083 -0.079
C -4.0716 1.3935 -0.4572 0.1113 -0.2064 0.0999 -0.028
H -2.6048 3.9051 -2.1933 -0.0155 -0.0492 0.0112 0.115
H -4.8080 4.9679 -1.7349 0.0534 -0.0671 0.0204 0.107
H -6.5192 3.7379 -0.4389 0.0737 -0.0433 -0.0153 0.103
H -6.0461 1.4515 0.3833 0.0713 0.0039 -0.0549 0.107
H -3.8516 0.3893 -0.1144 0.0061 0.0162 -0.0486 0.114
F 2.2493 1.9978 -1.3184 0.0158 0.0405 0.1609 0.054
C 1.9587 1.5018 -2.5358 -0.1538 -0.2655 -0.6436 -0.282
C 2.8303 0.6071 -3.1287 0.2584 -0.0368 0.1925 -0.015
C 2.5291 0.0901 -4.3820 -0.2799 0.1894 0.0201 -0.076
C 1.3633 0.4840 -5.0322 -0.0057 -0.0439 -0.0513 -0.095
C 0.4972 1.3883 -4.4262 0.2449 -0.1447 0.0358 -0.081
C 0.7944 1.8961 -3.1674 -0.1655 0.2169 0.1041 -0.026
H 3.7354 0.3197 -2.6099 -0.0636 0.0337 -0.0140 0.102
H 3.2014 -0.6182 -4.8520 -0.0097 0.0631 0.0648 0.105
H 1.1300 0.0838 -6.0126 0.0098 0.0358 0.0740 0.100
H -0.4092 1.6971 -4.9340 0.0481 -0.0159 0.0698 0.105
H 0.1282 2.5939 -2.6756 0.0489 -0.0347 0.0052 0.103
F 4.8092 -1.5173 -1.8819 0.2027 0.0650 -0.0566 0.045
C 3.9782 -2.4960 -1.4810 -0.4713 -0.5592 0.1726 -0.293
C 3.5793 -3.4636 -2.3863 0.1032 0.0390 -0.2318 -0.021
C 2.7238 -4.4761 -1.9679 0.0136 0.1713 0.2405 -0.081
C 2.2684 -4.5007 -0.6536 -0.0428 -0.0774 -0.0468 -0.089
C 2.6733 -3.5184 0.2423 -0.0313 -0.1106 -0.1251 -0.076
C 3.5376 -2.5143 -0.1712 0.0796 0.2774 0.1567 -0.018
H 3.9366 -3.4217 -3.4082 0.0198 0.0165 0.0505 0.115
H 2.4107 -5.2437 -2.6659 0.0356 0.0779 0.0177 0.105
H 1.5960 -5.2868 -0.3290 0.0531 0.0687 -0.0109 0.104
H 2.3146 -3.5343 1.2651 0.0462 0.0359 -0.0643 0.105
H 3.8695 -1.7458 0.5172 0.0173 -0.0181 -0.0314 0.116
```
Positions in Å, forces in eV/Å.

Computed properties:
F_max: 5.36 eV/A
Frontier orbital gap: 9.71 eV
2S+1: 1
Energy: -1982.26416 a.u.
SMILES string: C#CC[C@H]1OS(=O)(=O)O[C@H]1CN.Fc1ccccc1.Fc1ccccc1.Fc1ccccc1
Lowest unoccupied orbital energy: 0.43 eV

---

4.
C24H24FN3O2 | ωB97M-V/def2-TZVPD

```
54
Properties=species:S:1:pos:R:3:forces:R:3:lowdin_charge:R:1
O -0.1217 -0.3298 1.6635 0.0038 0.1115 0.2869 0.084
C -0.1252 -0.6893 0.5075 -0.2181 -0.3336 -0.5013 -0.440
N 0.9442 -0.5926 -0.3343 0.0379 -0.1182 -0.4312 0.135
C 2.2279 -0.1013 -0.0738 0.3211 0.1739 0.1613 -0.218
C 2.6005 0.4347 1.1560 -0.1897 -0.0471 0.0191 0.004
C 3.8904 0.8864 1.3507 0.4909 0.0029 -0.2851 0.017
C 4.8275 0.8141 0.3268 -0.4735 -0.1448 -0.0269 -0.266
C 4.4548 0.2987 -0.9100 0.1833 0.1825 0.1188 -0.018
C 3.1665 -0.1567 -1.1027 -0.1045 0.0026 0.1562 -0.017
H 2.8844 -0.5562 -2.0670 -0.0285 -0.0422 -0.1003 0.112
H 5.1695 0.2633 -1.7193 0.0316 -0.0082 -0.0480 0.125
O 6.0768 1.3395 0.5629 0.0119 0.2414 0.1106 0.036
C 7.1853 0.7091 0.0846 0.5277 -0.4012 -0.1633 -0.242
C 7.2676 -0.6595 -0.1591 -0.1439 0.2346 0.1482 -0.008
C 8.4748 -1.1810 -0.5915 0.0417 0.1650 -0.0046 -0.058
C 9.5501 -0.3232 -0.7626 0.0380 -0.3573 -0.0573 -0.163
N 9.4815 0.9744 -0.5145 0.3616 0.1861 -0.0656 0.060
C 8.3380 1.4780 -0.1009 -0.6312 0.0755 0.1302 -0.072
H 8.3167 2.5399 0.1005 -0.1239 0.1234 0.0505 0.120
H 10.5094 -0.6841 -1.1067 0.0488 -0.1273 -0.0332 0.100
H 8.5744 -2.2378 -0.7863 0.0302 -0.0764 -0.0238 0.103
H 6.4092 -1.2973 -0.0014 -0.0140 -0.0179 -0.0050 0.120
H 4.1867 1.3039 2.2999 0.0376 0.0433 0.1113 0.123
H 1.8794 0.4880 1.9536 -0.0126 0.0044 0.0142 0.102
H 0.8137 -0.9248 -1.2800 -0.1138 0.0118 0.2414 0.140
C -1.3668 -1.2685 -0.1610 -0.1106 0.2056 0.4497 -0.244
C -2.1017 -2.1978 0.8079 -0.0830 -0.0559 -0.2359 -0.128
C -3.4325 -2.6465 0.1947 0.1738 -0.0916 0.1298 -0.183
N -4.3014 -1.5519 -0.1852 -0.0947 -0.0852 0.0659 -0.175
C -3.6221 -0.6489 -1.0926 0.1259 0.2144 -0.0836 -0.173
C -2.2921 -0.1072 -0.5506 -0.1689 -0.2058 -0.1701 -0.119
H -1.8177 0.5207 -1.3076 -0.0034 0.0729 0.0081 0.121
H -2.4718 0.5101 0.3312 0.0531 0.0518 0.0365 0.120
H -3.4330 -1.2017 -2.0194 -0.0059 0.0760 -0.0536 0.125
H -4.2954 0.1796 -1.3229 0.0409 -0.0436 -0.1005 0.122
C -4.9505 -0.8818 0.9293 -0.0118 -0.0852 -0.0195 -0.154
C -6.1175 -0.0627 0.4439 0.0205 0.0908 0.0822 -0.227
C -6.3357 1.2261 0.9108 0.0034 -0.1910 -0.0713 -0.033
C -7.4200 1.9656 0.4709 -0.2663 0.0645 -0.1496 -0.008
C -8.2798 1.3978 -0.4495 0.1078 0.0002 0.0744 -0.280
C -8.0853 0.1177 -0.9373 -0.1316 0.1640 0.0045 -0.002
C -7.0010 -0.6073 -0.4818 0.0142 0.1090 0.0972 -0.029
H -6.8193 -1.6054 -0.8482 0.0178 -0.1049 -0.0671 0.117
H -8.7768 -0.2926 -1.6562 -0.0872 -0.0207 -0.0710 0.117
F -9.3388 2.1138 -0.8880 0.0863 -0.0597 0.0281 0.051
H -7.6003 2.9670 0.8286 -0.0429 0.1049 0.0099 0.116
H -5.6546 1.6605 1.6282 0.0951 0.0365 0.0663 0.113
H -5.3282 -1.6603 1.6010 0.1225 0.0362 0.0295 0.133
H -4.2712 -0.2419 1.5132 -0.0670 -0.0374 0.0465 0.118
H -3.2308 -3.2265 -0.7132 0.0015 -0.0802 0.0441 0.122
H -3.9687 -3.2921 0.8937 0.0102 -0.0346 -0.0576 0.119
H -2.2731 -1.6647 1.7439 0.0528 -0.0096 0.0281 0.116
H -1.4843 -3.0707 1.0281 0.0117 -0.0213 0.0795 0.123
H -1.0938 -1.8292 -1.0625 0.0231 0.0155 -0.0037 0.143
```
Positions in Å, forces in eV/Å.

Computed properties:
F_max: 0.68 eV/A
Frontier orbital gap: 8.77 eV
2S+1: 1
Energy: -1343.58146 a.u.
SMILES string: O=C(Nc1ccc(Oc2cccnc2)cc1)C1CCN(Cc2ccc(F)cc2)CC1
Lowest unoccupied orbital energy: 0.46 eV
Relative energy (zero: lowest compared OMol25 entry of this formula, charge and spin): 27.0 kcal per mole